Entry 1:
A cluster of 2 separate species, C2H10O2Si2 in total at a distorted geometry, computed with ωB97M-V/def2-TZVPD.

CARTESIAN COORDINATES (ANGSTROEM)
C: -2.062 0.993 -0.994
Si: -1.819 -0.259 0.473
O: -1.742 -1.827 0.021
H: -1.482 0.613 -1.943
H: -3.063 0.933 -1.385
H: -2.019 2.003 -0.761
H: -3.205 -0.414 1.013
H: -0.775 0.266 1.600
H: -1.019 -2.159 -0.600
C: 2.762 0.218 0.350
Si: 1.574 -1.294 0.016
O: 0.563 -1.571 -1.074
H: 2.991 0.613 -0.527
H: 2.175 0.842 0.885
H: 3.659 -0.286 0.847
H: 1.671 -2.156 1.130

LUMO energy (hartree): -0.0114
E_tot (Eh): -811.6515
Energy relative to the best compared isomer or geometry (same formula, charge and spin) (kcal/mol): 97.0
HOMO (eV): -10.142
SMILES string: C[SiH2]O.C[SiH]=O

=====

Entry 2:
A structure of composition CH16O7 at a distorted geometry, computed with ωB97M-V/def2-TZVPD.

CARTESIAN COORDINATES (ANGSTROEM)
C: 0.553 -2.470 0.870
O: 0.239 -1.372 0.054
H: 1.641 -2.638 0.794
H: 0.138 -3.416 0.505
H: 0.361 -2.306 1.936
H: -0.778 -0.866 0.140
H: -1.225 0.896 1.695
H: -1.549 1.814 2.863
O: -0.830 1.574 2.278
H: -1.651 0.430 -0.787
H: -2.364 -0.671 0.720
O: -1.791 -0.106 0.209
H: 2.564 0.517 1.127
H: 1.540 -0.384 0.387
O: 2.220 0.324 0.254
H: -1.015 0.624 -2.416
H: -0.864 1.843 -1.299
O: -1.467 1.244 -1.796
H: 0.281 -1.096 -1.944
H: 1.347 -0.163 -2.473
O: 0.452 -0.468 -2.684
H: 1.194 1.650 -0.406
H: 0.439 2.637 0.447
O: 0.565 2.402 -0.475

LUMO energy (hartree): 0.0128
E_tot (Eh): -574.3559
Energy relative to the best compared isomer or geometry (same formula, charge and spin) (kcal/mol): 13.8
HOMO (eV): -10.205

=====

Entry 3:
An isolated molecule of C20H22N2O2S, computed with ωB97M-V/def2-TZVPD.

CARTESIAN COORDINATES (ANGSTROEM)
C: -1.496 -2.217 -1.367
C: -2.816 -2.018 -0.627
C: -3.691 -3.266 -0.759
O: -3.405 -0.858 -1.205
C: -4.635 -0.406 -0.677
C: -4.529 0.339 0.660
C: -3.740 1.642 0.533
N: -2.350 1.376 0.250
C: -1.340 1.929 0.950
O: -1.499 2.748 1.834
C: 0.006 1.406 0.541
C: 0.291 0.077 0.709
C: 1.564 -0.414 0.328
C: 1.910 -1.809 0.468
C: 1.221 -2.846 1.042
C: 1.913 -4.068 0.970
C: 3.116 -3.947 0.344
S: 3.433 -2.341 -0.167
N: 2.489 0.361 -0.193
C: 2.245 1.671 -0.350
C: 3.262 2.484 -0.895
C: 3.053 3.824 -1.065
C: 1.829 4.409 -0.704
C: 0.820 3.648 -0.180
C: 1.003 2.266 0.011
H: -0.884 -1.320 -1.309
H: -0.940 -3.045 -0.938
H: -1.697 -2.426 -2.414
H: -2.615 -1.836 0.443
H: -4.017 -3.378 -1.791
H: -4.565 -3.218 -0.114
H: -3.111 -4.141 -0.478
H: -5.344 -1.237 -0.577
H: -5.020 0.278 -1.439
H: -5.540 0.567 1.000
H: -4.057 -0.299 1.409
H: -3.771 2.211 1.466
H: -4.173 2.256 -0.267
H: -2.175 0.709 -0.489
H: -0.440 -0.592 1.136
H: 0.259 -2.741 1.511
H: 1.535 -4.993 1.367
H: 3.839 -4.716 0.155
H: 4.194 2.012 -1.162
H: 3.833 4.446 -1.478
H: 1.689 5.471 -0.842
H: -0.119 4.095 0.111

LUMO energy (hartree): -0.0044
E_tot (Eh): -1433.5302
Energy relative to the best compared isomer or geometry (same formula, charge and spin) (kcal/mol): 22.1
HOMO (eV): -8.184
SMILES string: CC(C)OCCCNC(=O)c1cc(-c2cccs2)nc2ccccc12